[1]
{"formula": "C2HClFP", "method": "the ωB97M-V functional and the def2-TZVPD basis", "homo_ev": [-7.82, -8.18], "lumo_ev": [-0.7713, -0.2941], "charge": 0, "elements": ["C", "C", "F", "P", "Cl", "H"], "positions_angstrom": [[-0.62499, -0.25827, 0.16400], [0.38694, -1.01910, 0.00881], [0.00815, 2.04438, -0.79110], [-0.00798, 1.35595, 0.76027], [1.83032, -1.84479, 0.02576], [-1.59245, -0.27817, -0.16774]], "forces_ev_per_a": [[0.818, 1.194, 0.724], [1.800, -0.434, 0.374], [-0.010, -0.434, 1.597], [0.812, -0.062, -1.738], [-1.021, 0.608, -0.027], [-2.399, -0.873, -0.930]]}

***

[2]
{"formula": "C2HClN2", "method": "the ωB97M-V functional and the def2-TZVPD basis", "homo_ev": -11.50, "lumo_ev": 0.3517, "charge": 0, "elements": ["C", "C", "N", "N", "Cl", "H"], "positions_angstrom": [[4.04154, -0.72566, 0.24665], [1.17198, 0.84211, 0.07874], [3.47718, -1.52398, -0.41486], [1.09604, -0.25884, 0.39837], [1.46714, 2.32917, 0.01110], [2.63044, -1.15300, -0.90525]], "forces_ev_per_a": [[0.677, -0.240, 0.321], [-0.555, -4.432, 1.203], [-0.858, 1.070, -0.685], [-0.718, -0.598, -0.472], [0.843, 5.290, -0.693], [0.611, -1.091, 0.327]]}

***

[3]
{"formula": "C2HClN2O", "method": "the ωB97M-V functional and the def2-TZVPD basis", "homo_ev": [-10.66, -10.66], "smiles": "N#C[C@@H](Cl)N=O", "lumo_ev": [-2.0552, -2.0534], "charge": 0, "elements": ["N", "C", "C", "Cl", "N", "O", "H"], "positions_angstrom": [[1.04724, 2.13339, 0.47104], [0.45792, 1.26172, 0.10637], [-0.15859, -0.06459, -0.26633], [1.40647, -1.01948, -0.68911], [-0.83744, -0.57227, 0.84119], [-1.22895, -1.71437, 0.80823], [-0.68665, -0.02440, -1.27140]], "forces_ev_per_a": [[2.222, 3.812, 1.358], [-3.106, -4.679, -1.544], [3.438, 1.482, -3.491], [-1.197, 0.040, 0.261], [-2.280, -1.814, 2.446], [0.820, 1.248, -0.584], [0.104, -0.089, 1.554]]}

***

[4]
{"formula": "C2HClN2O2", "method": "the ωB97M-V functional and the def2-TZVPD basis", "homo_ev": [-11.55, -11.54], "lumo_ev": [-3.6692, -3.6706], "charge": 0, "elements": ["C", "C", "N", "N", "O", "O", "Cl", "H"], "positions_angstrom": [[1.50190, -0.60269, 0.69081], [-0.29728, -0.10669, -0.78559], [2.49000, -0.63559, 1.28820], [-0.85432, 0.61467, 0.22974], [-0.68891, 1.84618, 0.06342], [-1.32216, 0.10451, 1.24003], [-1.00215, -1.61886, -1.10626], [0.17292, 0.39846, -1.62036]], "forces_ev_per_a": [[-1.725, 0.860, -2.283], [3.074, -4.426, -0.446], [-0.108, -0.139, 0.089], [-0.990, 4.218, 4.119], [-0.587, -1.648, -0.018], [0.131, 0.249, -1.768], [0.184, 0.686, -0.091], [0.020, 0.198, 0.398]]}

***

[5]
{"formula": "C2HClN2S", "method": "the ωB97M-V functional and the def2-TZVPD basis", "homo_ev": -9.06, "smiles": "S=C=C/N=N/Cl", "lumo_ev": -1.0889, "charge": 0, "elements": ["S", "C", "C", "N", "N", "Cl", "H"], "positions_angstrom": [[1.10282, -2.49262, -0.02860], [1.11181, -0.94779, 0.01735], [0.85693, 0.35293, -0.00351], [-0.40961, 0.84251, -0.03603], [-1.41367, 0.11474, 0.10449], [-2.87741, 1.02292, -0.03536], [1.62913, 1.10731, -0.01832]], "forces_ev_per_a": [[0.256, 0.715, 0.063], [-0.520, -0.889, -0.088], [1.312, -0.672, 0.181], [-3.064, 0.648, 0.018], [2.142, 0.072, -0.133], [-0.235, 0.266, -0.018], [0.109, -0.140, -0.024]]}

***

[6]
{"formula": "C2HClN2S", "method": "the ωB97M-V functional and the def2-TZVPD basis", "homo_ev": -9.39, "lumo_ev": -1.0457, "charge": 0, "elements": ["C", "C", "N", "N", "S", "Cl", "H"], "positions_angstrom": [[-0.15256, 0.46993, 0.01967], [-1.36330, 1.13196, 0.08810], [0.90350, 1.26063, 0.03560], [0.75723, 2.50026, 0.10396], [-1.40611, 2.71210, 0.16671], [2.08475, 3.54169, 0.19287], [-0.00737, -0.59101, -0.02981]], "forces_ev_per_a": [[-1.475, -0.689, 0.020], [-0.246, 1.445, 0.008], [2.173, 1.423, 0.112], [-1.491, -0.382, -0.023], [0.579, -1.467, -0.041], [0.352, -0.194, -0.046], [0.110, -0.137, -0.030]]}